49
Properties=species:S:1:pos:R:3 method="wB97M-V/def2-TZVPD" total_energy_ha=-1457.30838 s_squared=2.006 total_charge=+2 multiplicity=3 molar_mass_g_mol=526.6
Pt 0.802 -0.600 -0.116
C 1.667 -2.597 1.806
C 3.018 -1.948 1.507
N 2.858 -0.698 0.714
C 3.740 -0.592 -0.474
C 3.354 -1.619 -1.526
N 1.886 -1.633 -1.771
C 1.278 -2.985 -1.828
C 1.279 -3.608 -0.441
N 0.817 -2.624 0.584
H 1.816 -3.604 2.200
H 1.129 -2.018 2.557
H 3.525 -1.735 2.447
H 3.665 -2.627 0.954
H 3.004 0.114 1.304
H 3.624 0.419 -0.864
H 4.789 -0.725 -0.197
H 3.887 -1.402 -2.452
H 3.659 -2.621 -1.226
H 1.677 -1.142 -2.633
H 0.257 -2.862 -2.189
H 1.810 -3.629 -2.532
H 0.639 -4.489 -0.429
H 2.276 -3.945 -0.164
H -0.132 -2.854 0.863
O 0.384 1.412 -0.183
S -0.845 2.004 -0.929
C -1.313 3.398 0.041
C -2.067 4.363 -0.613
C -2.506 5.461 0.111
C -2.170 5.586 1.452
C -1.391 4.622 2.081
C -0.955 3.511 1.378
C -2.134 0.830 -0.619
C -2.749 0.262 -1.728
C -3.746 -0.685 -1.529
C -4.103 -1.052 -0.241
C -3.476 -0.477 0.863
C -2.489 0.475 0.682
H -2.303 4.265 -1.666
H -3.097 6.224 -0.376
H -2.506 6.448 2.011
H -1.119 4.740 3.121
H -0.327 2.768 1.851
H -2.465 0.566 -2.728
H -4.248 -1.125 -2.380
H -4.889 -1.779 -0.089
H -3.783 -0.752 1.864
H -2.026 0.958 1.534

64
Properties=species:S:1:pos:R:3 method="wB97M-V/def2-TZVPD" total_charge=0 smiles="Cc1c(NC(=O)CCCCCN2C(=O)[C@@H]3[C@H](C2=O)[C@H]2C=C[C@@H]3C2)c(=O)n(-c2ccccc2)n1C" e_above_lowest_ev=1.815 molar_mass_g_mol=462.5
C -3.235 2.997 0.435
C -2.658 1.743 -0.107
C -2.282 0.576 0.490
N -2.158 0.106 1.796
C -2.389 0.697 2.994
O -2.902 1.788 3.134
C -1.918 -0.140 4.171
C -0.398 -0.351 4.153
C 0.338 0.949 3.820
C 1.839 0.909 4.100
C 2.578 -0.247 3.423
N 2.242 -0.404 2.021
C 2.372 0.585 1.070
O 2.780 1.697 1.282
C 1.933 0.006 -0.260
C 1.589 -1.456 0.033
C 1.818 -1.621 1.512
O 1.674 -2.611 2.181
C 2.620 -2.240 -0.824
C 2.214 -1.962 -2.250
C 2.509 -0.695 -2.511
C 3.115 -0.103 -1.262
C 3.848 -1.330 -0.707
C -1.843 -0.337 -0.546
O -1.406 -1.474 -0.415
N -1.982 0.353 -1.731
C -1.334 0.018 -2.930
C -0.636 0.980 -3.655
C -0.003 0.623 -4.831
C -0.041 -0.687 -5.278
C -0.714 -1.646 -4.539
C -1.368 -1.301 -3.371
N -2.412 1.649 -1.466
C -3.278 2.284 -2.433
H -2.623 3.851 0.148
H -4.243 3.152 0.050
H -3.277 2.932 1.518
H -1.760 -0.829 1.794
H -2.430 -1.104 4.166
H -2.206 0.400 5.075
H -0.086 -0.706 5.138
H -0.137 -1.125 3.430
H -0.095 1.761 4.409
H 0.179 1.199 2.769
H 2.014 0.821 5.174
H 2.273 1.850 3.760
H 2.330 -1.202 3.894
H 3.657 -0.080 3.510
H 1.116 0.600 -0.674
H 0.568 -1.754 -0.215
H 2.727 -3.281 -0.535
H 1.714 -2.671 -2.882
H 2.307 -0.136 -3.405
H 3.680 0.818 -1.374
H 4.666 -1.651 -1.350
H 4.216 -1.206 0.311
H -0.576 1.994 -3.289
H 0.532 1.373 -5.395
H 0.459 -0.960 -6.194
H -0.740 -2.670 -4.879
H -1.890 -2.041 -2.788
H -2.974 1.987 -3.434
H -3.181 3.365 -2.340
H -4.326 2.003 -2.285

10
Properties=species:S:1:pos:R:3 method="wB97M-V/def2-TZVPD" total_charge=0 e_above_lowest_ev=8.435 molar_mass_g_mol=93.1
C 0.170 -0.002 -0.362
C -1.028 -0.232 0.457
N -2.251 -0.647 -0.074
O -2.199 -0.948 -1.283
O -3.216 -0.864 0.653
F -1.546 2.327 0.154
H 0.161 -1.017 -0.973
H 1.067 0.362 0.267
H 0.100 0.810 -1.221
H -0.975 -0.151 1.667